(1)
A molecular structure, C24H22Br2IN3ORuS4, computed with the ωB97M-V functional and the def2-TZVPD basis.

Results
LUMO (spin up / spin down), eV: -3.06 / -3.65
HOMO (spin up / spin down), Ha: -0.379 / -0.379
Gap between HOMO and LUMO (spin up / spin down), eV: 7.3 / 6.7

Geometry as ORCA input:
```
! RIJCOSX wB97M-V def2-TZVPD def2/J DEFGRID3
* xyz 1 2
Ru 0.53 -0.42 -1.03
C 1.79 -0.50 3.85
N 2.62 -0.93 2.73
C 3.69 -1.80 2.79
C 4.14 -1.98 1.54
N 3.34 -1.20 0.70
C 2.40 -0.57 1.45
S 1.16 0.48 0.96
C 3.62 -1.00 -0.68
C 4.94 -1.04 -1.08
C 5.23 -0.97 -2.43
C 4.19 -0.86 -3.33
C 2.90 -0.78 -2.84
N 2.60 -0.85 -1.53
H 2.10 -1.04 4.73
H 0.74 -0.71 3.62
H 1.90 0.57 4.01
H 4.02 -2.24 3.72
H 4.92 -2.62 1.16
H 5.73 -1.11 -0.34
H 6.26 -1.00 -2.76
H 4.36 -0.81 -4.39
H 2.06 -0.66 -3.50
Br -0.56 -0.36 -4.01
C -0.59 1.54 -3.74
Br 0.79 2.10 -2.50
H -1.54 1.80 -3.29
H -0.41 2.04 -4.69
O -1.31 0.06 -0.96
C -2.20 0.70 -0.04
C -2.14 0.05 1.33
C -2.21 -1.29 1.54
C -2.21 -1.64 2.91
C -2.16 -0.55 3.72
S -2.14 0.90 2.82
C -1.94 2.20 -0.04
C -1.06 2.95 0.69
C -1.02 4.31 0.30
C -1.88 4.58 -0.72
S -2.75 3.19 -1.20
C -3.59 0.44 -0.61
C -4.79 0.82 -0.09
C -5.89 0.39 -0.89
C -5.48 -0.32 -1.98
S -3.78 -0.46 -2.06
H -2.29 -2.00 0.72
H -2.26 -2.66 3.28
H -2.18 -0.51 4.80
H -0.46 2.56 1.50
H -0.41 5.06 0.78
H -2.07 5.53 -1.19
H -4.89 1.39 0.82
H -6.92 0.59 -0.66
H -6.10 -0.77 -2.74
I -0.52 -3.43 -1.67
C 0.44 -2.24 -0.19
H 1.42 -2.69 -0.03
H -0.15 -2.27 0.72
*
```

---

(2)
A molecular structure, C24H22Br4KN7O2SSe, computed with the ωB97M-V functional and the def2-TZVPD basis.

Results
LUMO, eV: 2.80
HOMO, Ha: -0.022
Gap between HOMO and LUMO, eV: 3.4

Geometry as ORCA input:
```
! RIJCOSX wB97M-V def2-TZVPD def2/J DEFGRID3
* xyz -2 1
K 0.54 -0.43 0.44
N -2.02 -1.66 -0.02
C -3.08 -0.98 0.70
C -2.56 -0.26 1.94
N -1.67 0.84 1.64
C -1.17 1.52 2.82
C 0.09 0.86 3.40
N 1.25 1.14 2.58
H -2.39 -2.37 -0.63
H -1.39 -2.12 0.64
H -3.88 -1.66 1.04
H -3.56 -0.25 0.03
H -2.01 -0.99 2.55
H -3.43 0.07 2.54
H -2.09 1.49 0.98
H -1.94 1.57 3.61
H -0.93 2.55 2.54
H -0.05 -0.22 3.42
H 0.21 1.20 4.44
H 1.95 0.40 2.60
H 1.69 2.02 2.82
S 2.91 0.47 -4.23
C 2.53 -1.19 -4.34
C 1.76 -1.60 -3.29
C 1.42 -0.60 -2.31
C 2.00 0.58 -2.72
C 1.95 1.89 -2.08
C 2.49 3.03 -2.70
C 2.39 4.26 -2.10
C 1.75 4.36 -0.87
C 1.26 3.19 -0.32
N 1.35 2.00 -0.89
H 2.90 -1.80 -5.16
H 1.46 -2.63 -3.21
H 2.98 2.94 -3.66
H 2.81 5.14 -2.58
H 1.64 5.30 -0.35
H 0.76 3.20 0.64
Br 2.26 -6.26 4.67
C 2.37 -4.81 3.46
C 3.53 -4.53 2.79
Br 5.07 -5.63 3.06
C 3.59 -3.45 1.90
Br 5.20 -3.02 0.98
C 2.51 -2.59 1.64
O 2.57 -1.60 0.87
C 1.25 -2.89 2.37
O 0.21 -2.16 2.18
C 1.25 -3.97 3.24
Br -0.40 -4.31 4.14
Se -4.59 3.79 -1.37
N -5.02 2.50 -2.55
C -3.97 1.71 -2.65
C -3.89 0.54 -3.46
C -2.73 -0.18 -3.39
C -1.64 0.26 -2.54
N -1.68 1.33 -1.81
C -2.82 2.06 -1.83
N -2.96 3.12 -1.07
H -4.73 0.26 -4.08
H -2.58 -1.08 -3.96
H -0.73 -0.33 -2.49
*
```

---

(3)
A molecular structure, C24H22CuIPS, computed with the ωB97M-V functional and the def2-TZVPD basis.

Results
LUMO, eV: -2.76
HOMO, Ha: -0.411
Gap between HOMO and LUMO, eV: 8.4

Geometry as ORCA input:
```
! RIJCOSX wB97M-V def2-TZVPD def2/J DEFGRID3
* xyz 1 1
Cu 1.60 -1.65 -0.18
I -0.11 -3.61 0.02
C -1.89 -2.66 -0.61
C -2.70 -3.52 -1.31
C -4.05 -3.21 -1.54
C -4.58 -2.10 -0.97
C -3.77 -1.20 -0.25
C -4.38 -0.09 0.39
C -3.65 0.82 1.09
C -2.24 0.72 1.04
C -1.59 -0.31 0.41
P 0.14 0.02 -0.03
C 0.75 1.16 1.25
C 0.91 2.52 1.04
C 1.42 3.32 2.05
C 1.75 2.77 3.28
C 1.58 1.41 3.50
C 1.09 0.60 2.48
C 0.02 1.01 -1.55
C -1.18 1.52 -2.05
C -1.17 2.27 -3.22
C 0.02 2.54 -3.87
C 1.22 2.03 -3.37
C 1.21 1.26 -2.23
C -2.36 -1.39 -0.14
H -2.32 -4.47 -1.64
H -4.67 -3.90 -2.11
H -5.64 -1.89 -1.05
H -5.46 0.01 0.32
H -4.12 1.64 1.60
H -1.66 1.53 1.47
H 0.66 2.96 0.08
H 1.55 4.38 1.88
H 2.13 3.40 4.07
H 1.83 0.98 4.46
H 0.96 -0.46 2.66
H -2.11 1.32 -1.55
H -2.10 2.66 -3.61
H 0.02 3.13 -4.78
H 2.15 2.23 -3.89
H 2.15 0.86 -1.85
C 4.41 -0.69 1.06
S 3.83 -1.94 -0.11
C 4.16 -3.44 0.85
H 3.87 -0.75 2.00
H 4.23 0.29 0.60
H 5.48 -0.82 1.22
H 5.23 -3.55 1.00
H 3.80 -4.29 0.26
H 3.64 -3.42 1.80
*
```

---

(4)
A molecular structure, C24H22F5O4SiTa, computed with the ωB97M-V functional and the def2-TZVPD basis.

Results
LUMO, eV: -8.04
HOMO, Ha: -0.556
Gap between HOMO and LUMO, eV: 7.1

Geometry as ORCA input:
```
! RIJCOSX wB97M-V def2-TZVPD def2/J DEFGRID3
* xyz 2 1
Ta -0.08 -0.31 0.14
O 0.09 1.33 -1.16
C -0.16 0.69 -2.53
C -1.51 -0.04 -2.29
O -2.28 -0.26 -3.15
O -1.58 -0.54 -1.01
C 0.87 -0.43 -2.60
C 0.74 -1.40 -3.59
C 1.57 -2.51 -3.57
C 2.51 -2.70 -2.56
C 2.64 -1.75 -1.57
C 1.82 -0.61 -1.58
C -0.12 1.74 -3.58
C -1.24 2.53 -3.85
C -1.15 3.54 -4.78
C 0.04 3.77 -5.46
C 1.16 2.99 -5.20
C 1.08 1.97 -4.26
H 0.65 2.12 -1.20
H -0.01 -1.29 -4.36
H 1.47 -3.26 -4.35
H 3.14 -3.58 -2.56
H 3.39 -1.86 -0.79
H 2.14 0.24 -0.97
H -2.17 2.35 -3.34
H -2.02 4.15 -5.00
H 0.10 4.56 -6.19
H 2.09 3.17 -5.73
H 1.95 1.35 -4.07
C 0.40 3.48 3.27
Si 1.12 2.18 2.16
C 2.30 1.04 3.03
C 1.93 2.94 0.65
C -0.43 1.11 1.57
H 1.20 4.12 3.64
H -0.10 3.04 4.13
H -0.32 4.11 2.74
H 3.08 1.62 3.53
H 2.81 0.35 2.34
H 1.80 0.45 3.80
H 2.71 3.64 0.97
H 1.23 3.54 0.05
H 2.45 2.21 0.02
H -1.21 1.81 1.25
H -0.75 0.61 2.50
F -1.06 -5.41 4.23
C -0.52 -4.46 3.49
C -1.36 -3.62 2.76
F -2.67 -3.76 2.78
C -0.74 -2.64 2.03
F -1.41 -1.73 1.19
C 0.63 -2.46 1.99
O 1.03 -1.44 1.16
C 1.46 -3.31 2.70
F 2.77 -3.16 2.66
C 0.86 -4.31 3.46
F 1.61 -5.12 4.16
*
```

---

Calculated values (eV) of total energy for the records, taken in order: -225865.54833; -412447.08688; -98105.10270; -56436.40891.